Record 1
{"formula": "C45H39BN5O8S2Sb2Y", "method": "ωB97M-V/def2-TZVPD", "species": ["Y", "C", "C", "C", "Sb", "C", "C", "C", "C", "C", "C", "C", "C", "C", "C", "C", "C", "Sb", "C", "C", "C", "C", "C", "C", "C", "C", "C", "C", "C", "C", "H", "H", "H", "H", "H", "H", "H", "H", "H", "H", "H", "H", "H", "H", "H", "H", "H", "H", "H", "H", "H", "H", "H", "H", "H", "H", "N", "C", "N", "C", "N", "C", "C", "N", "C", "C", "N", "H", "H", "H", "H", "H", "O", "S", "O", "O", "C", "C", "C", "C", "C", "C", "S", "O", "O", "O", "H", "H", "H", "H", "O", "B", "O", "C", "C", "C", "C", "C", "C", "H", "H", "H", "H"], "xyz": [[0.899, -0.176, -2.632], [-1.830, 1.223, 0.552], [-2.192, 0.495, 1.844], [-1.200, 0.783, 2.977], [0.645, -0.369, 2.837], [-0.066, -2.027, 4.013], [0.866, -2.898, 4.573], [0.457, -4.006, 5.301], [-0.896, -4.267, 5.467], [-1.834, -3.413, 4.907], [-1.421, -2.299, 4.186], [1.582, 0.676, 4.459], [2.654, 1.518, 4.171], [3.250, 2.277, 5.170], [2.781, 2.193, 6.472], [1.719, 1.350, 6.772], [1.121, 0.597, 5.771], [-2.720, 0.457, -1.263], [-4.654, -0.044, -0.463], [-4.875, -1.067, 0.458], [-6.148, -1.302, 0.959], [-7.215, -0.516, 0.547], [-7.009, 0.503, -0.370], [-5.735, 0.735, -0.872], [-1.851, -1.496, -0.984], [-0.562, -1.638, -0.473], [0.019, -2.893, -0.304], [-0.678, -4.027, -0.674], [-1.949, -3.899, -1.221], [-2.528, -2.649, -1.376], [-0.752, 1.176, 0.370], [-2.080, 2.285, 0.612], [-2.241, -0.584, 1.656], [-3.203, 0.785, 2.147], [-1.622, 0.572, 3.962], [-0.904, 1.835, 2.975], [1.928, -2.707, 4.453], [1.194, -4.668, 5.738], [-1.217, -5.133, 6.031], [-2.891, -3.612, 5.033], [-2.171, -1.643, 3.763], [3.037, 1.583, 3.157], [4.080, 2.930, 4.930], [3.243, 2.780, 7.254], [1.356, 1.278, 7.789], [0.298, -0.064, 6.016], [-4.053, -1.692, 0.785], [-6.307, -2.101, 1.672], [-8.207, -0.701, 0.938], [-7.839, 1.114, -0.699], [-5.586, 1.526, -1.599], [0.011, -0.772, -0.138], [1.014, -2.967, 0.118], [-0.236, -5.006, -0.548], [-2.495, -4.782, -1.527], [-3.522, -2.576, -1.802], [4.657, -1.308, -0.474], [3.479, -1.584, -1.016], [2.651, -0.565, -0.824], [3.434, 0.329, -0.125], [4.644, -0.111, 0.120], [2.992, 1.630, 0.399], [3.931, 2.578, 0.793], [3.573, 3.748, 1.306], [2.269, 3.972, 1.412], [1.330, 3.031, 1.010], [1.685, 1.857, 0.503], [5.490, -1.872, -0.469], [3.257, -2.496, -1.545], [4.989, 2.375, 0.692], [1.957, 4.930, 1.809], [0.269, 3.234, 1.086], [2.663, -0.847, -4.016], [2.370, -2.301, -4.103], [3.537, -3.132, -4.130], [1.437, -2.589, -2.995], [1.484, -2.555, -5.637], [2.031, -3.525, -6.461], [1.447, -3.837, -7.681], [0.305, -3.174, -8.081], [-0.251, -2.200, -7.264], [0.320, -1.876, -6.043], [-0.539, -0.571, -5.151], [-1.677, -0.219, -5.934], [-0.856, -1.131, -3.805], [0.442, 0.500, -4.902], [2.927, -4.031, -6.133], [1.894, -4.596, -8.309], [-0.163, -3.404, -9.029], [-1.143, -1.671, -7.565], [1.996, 3.243, -2.400], [0.891, 2.362, -2.312], [-0.228, 3.139, -1.899], [0.213, 4.418, -1.713], [-0.483, 5.518, -1.263], [0.235, 6.706, -1.126], [1.589, 6.771, -1.437], [2.282, 5.650, -1.896], [1.564, 4.483, -2.020], [-1.538, 5.456, -1.031], [-0.273, 7.595, -0.777], [2.116, 7.708, -1.322], [3.336, 5.688, -2.134]], "atomic_forces_ev_per_a": [[0.0, -0.5, -0.5], [0.0, -0.1, 0.0], [0.0, 0.0, 0.0], [0.1, -0.1, -0.1], [-0.2, 0.0, 0.2], [0.0, 0.1, -0.1], [0.0, 0.0, 0.0], [0.0, 0.0, 0.0], [0.0, 0.0, 0.0], [0.0, 0.0, 0.0], [0.0, 0.0, 0.0], [0.0, 0.0, -0.1], [0.0, 0.0, 0.0], [0.0, 0.0, 0.0], [0.0, 0.0, 0.0], [0.0, 0.0, 0.0], [0.0, 0.0, 0.0], [-0.1, 0.0, 0.1], [0.1, 0.1, 0.0], [0.0, 0.0, 0.0], [0.0, 0.0, 0.0], [0.0, 0.0, 0.0], [0.0, 0.0, 0.0], [0.0, 0.0, 0.0], [0.1, 0.1, 0.0], [0.0, 0.1, 0.0], [0.1, 0.1, 0.0], [0.0, 0.0, 0.0], [0.0, 0.0, 0.0], [0.0, 0.0, 0.0], [0.0, 0.0, 0.0], [0.0, 0.0, 0.0], [0.0, 0.0, 0.0], [0.0, 0.0, 0.0], [0.0, 0.0, 0.0], [0.0, 0.0, 0.0], [0.0, 0.0, 0.0], [0.0, 0.0, 0.0], [0.0, 0.0, 0.0], [0.0, 0.0, 0.0], [0.0, 0.0, 0.0], [0.0, 0.0, 0.1], [0.0, 0.0, 0.0], [0.0, 0.0, 0.0], [0.0, 0.0, 0.0], [0.0, 0.0, 0.0], [0.0, 0.0, 0.0], [0.0, 0.0, 0.0], [0.0, 0.0, 0.0], [0.0, 0.0, 0.0], [0.0, 0.0, 0.0], [-0.1, 0.1, 0.2], [0.0, 0.0, 0.0], [0.0, 0.0, 0.0], [0.0, 0.0, 0.0], [0.0, 0.0, 0.0], [-0.1, -0.3, 0.0], [-0.1, -0.1, -0.1], [0.4, 0.2, -0.1], [-0.3, -0.1, 0.2], [0.1, 0.4, 0.0], [-0.1, 0.1, -0.1], [0.1, 0.0, 0.0], [0.0, 0.0, 0.0], [0.0, 0.0, 0.0], [0.0, 0.0, -0.1], [0.0, 0.0, 0.0], [0.0, 0.0, 0.0], [0.0, 0.0, 0.0], [0.0, 0.0, 0.0], [0.0, 0.0, 0.0], [0.0, 0.0, 0.0], [-0.1, 0.1, 0.2], [0.0, -0.1, 0.0], [0.0, 0.0, 0.0], [0.0, 0.0, -0.1], [0.0, 0.0, 0.0], [0.0, 0.0, 0.0], [0.0, 0.0, 0.0], [0.0, 0.0, 0.0], [0.0, 0.0, 0.0], [-0.1, 0.0, 0.0], [-0.1, -0.1, 0.0], [0.0, 0.0, 0.0], [0.1, 0.0, 0.0], [0.0, -0.1, 0.2], [0.0, 0.0, 0.0], [0.0, 0.0, 0.0], [0.0, 0.0, 0.0], [0.0, 0.0, 0.0], [0.1, 0.0, 0.0], [-0.1, 0.3, 0.3], [0.0, -0.1, 0.0], [0.1, 0.0, 0.0], [0.0, 0.0, 0.0], [0.0, 0.0, 0.0], [0.0, 0.0, 0.0], [0.0, 0.0, 0.0], [-0.1, 0.0, 0.0], [0.0, 0.0, 0.0], [0.0, 0.0, 0.0], [0.0, 0.0, 0.0], [0.0, 0.0, 0.0]], "mulliken_charge": [-0.373, 0.100, 0.490, -1.941, 0.663, 0.318, -0.618, -0.577, -0.478, -0.762, -0.142, 0.178, -0.285, -0.606, -0.467, -0.668, -0.395, 1.125, 0.084, 0.172, -0.827, -0.452, -0.533, -0.744, -0.598, 1.868, -1.214, -0.851, -0.777, -1.006, -1.138, 0.835, -0.366, 0.580, 0.795, 0.650, 0.342, 0.398, 0.378, 0.399, 0.223, 0.331, 0.439, 0.370, 0.391, 0.344, 0.364, 0.402, 0.373, 0.398, 0.350, 0.233, 0.423, 0.461, 0.404, 0.619, 0.132, -0.783, 0.803, -1.306, -0.748, 0.733, -0.540, -0.554, -1.128, -0.241, 1.836, 0.225, 0.634, 0.536, 0.536, 0.283, -0.679, 1.859, -0.649, -0.368, -0.322, -0.479, -0.613, -0.616, -0.629, -0.536, 1.813, -0.690, -0.265, -0.656, 0.566, 0.402, 0.406, 0.591, -0.306, 0.712, 0.055, 0.532, -0.873, -0.570, -0.547, -0.851, 0.835, 0.488, 0.407, 0.398, 0.483], "homo_energy_ev": -8.2, "molar_mass_g_mol": 1185.2, "total_charge": 0}

=====

Record 2
{"formula": "C45H40Cl2N5NdO7P4", "method": "ωB97M-V/def2-TZVPD", "species": ["Nd", "C", "C", "C", "C", "N", "C", "N", "C", "N", "C", "N", "C", "C", "C", "C", "C", "N", "C", "C", "C", "C", "C", "C", "H", "H", "H", "H", "H", "H", "H", "H", "H", "H", "H", "H", "O", "P", "O", "O", "O", "P", "O", "O", "O", "H", "H", "C", "C", "P", "C", "C", "C", "C", "C", "C", "C", "C", "C", "C", "C", "C", "P", "C", "C", "C", "C", "C", "C", "C", "C", "C", "C", "C", "C", "H", "H", "H", "H", "H", "H", "H", "H", "H", "H", "H", "H", "H", "H", "H", "H", "H", "H", "H", "H", "H", "H", "H", "H", "Cl", "C", "Cl", "H", "H"], "xyz": [[-0.642, 0.598, 0.637], [-4.753, -1.094, -2.023], [-4.012, -1.696, -3.028], [-2.641, -1.813, -2.887], [-2.053, -1.331, -1.725], [-2.769, -0.780, -0.729], [-4.085, -0.649, -0.900], [-0.688, -1.222, -1.498], [-0.033, -1.934, -0.631], [0.811, -1.326, 0.226], [1.304, -2.298, 1.080], [1.803, -2.127, 2.232], [1.583, -0.992, 3.022], [2.521, -0.708, 4.011], [2.183, 0.151, 5.039], [0.905, 0.675, 5.079], [0.058, 0.410, 4.023], [0.375, -0.371, 2.978], [0.909, -3.645, 0.573], [1.168, -4.921, 1.031], [0.445, -5.966, 0.464], [-0.517, -5.730, -0.518], [-0.771, -4.442, -0.977], [-0.043, -3.411, -0.414], [-5.821, -0.956, -2.116], [-4.499, -2.058, -3.927], [-2.018, -2.259, -3.654], [-4.619, -0.159, -0.091], [3.478, -1.210, 3.966], [2.898, 0.377, 5.821], [0.577, 1.325, 5.878], [-0.934, 0.833, 4.024], [1.902, -5.091, 1.810], [0.624, -6.982, 0.795], [-1.078, -6.565, -0.920], [-1.517, -4.255, -1.739], [1.657, 4.288, 1.588], [0.557, 3.164, 1.873], [0.367, 2.942, 3.308], [0.919, 1.979, 0.973], [-0.773, 3.879, 1.247], [-2.298, 3.293, 1.270], [-2.493, 2.850, 2.798], [-3.241, 4.332, 0.859], [-2.245, 1.960, 0.522], [1.724, 4.861, 2.372], [-2.608, 3.635, 3.358], [0.470, 0.981, -3.446], [1.803, 0.416, -2.890], [2.642, 1.647, -1.795], [3.775, 2.448, -3.013], [4.803, 1.754, -3.655], [5.598, 2.387, -4.597], [5.379, 3.727, -4.911], [4.369, 4.429, -4.272], [3.572, 3.792, -3.325], [3.836, 0.634, -0.841], [4.679, 1.349, 0.017], [5.563, 0.689, 0.856], [5.611, -0.703, 0.859], [4.783, -1.419, 0.011], [3.899, -0.755, -0.836], [-0.640, 1.805, -2.178], [-2.285, 1.772, -3.043], [-2.499, 1.197, -4.293], [-3.724, 1.321, -4.941], [-4.766, 2.013, -4.345], [-4.566, 2.601, -3.101], [-3.340, 2.489, -2.462], [-0.323, 3.613, -2.514], [-0.855, 4.238, -3.647], [-0.689, 5.600, -3.854], [0.019, 6.365, -2.938], [0.595, 5.750, -1.838], [0.429, 4.385, -1.638], [-0.106, 0.152, -3.852], [0.687, 1.708, -4.232], [2.456, 0.125, -3.710], [1.570, -0.455, -2.277], [4.992, 0.715, -3.400], [6.397, 1.843, -5.088], [6.002, 4.219, -5.649], [4.203, 5.475, -4.505], [2.782, 4.342, -2.819], [4.630, 2.434, 0.023], [6.210, 1.258, 1.514], [6.294, -1.222, 1.523], [4.820, -2.503, 0.002], [3.263, -1.335, -1.495], [-1.703, 0.666, -4.800], [-3.857, 0.882, -5.924], [-5.721, 2.102, -4.848], [-5.360, 3.165, -2.624], [-3.199, 2.999, -1.522], [-1.407, 3.660, -4.376], [-1.128, 6.064, -4.730], [0.127, 7.433, -3.089], [1.181, 6.321, -1.128], [0.920, 3.921, -0.805], [-3.042, 0.069, 2.510], [-3.150, -1.685, 2.733], [-1.802, -2.449, 1.895], [-4.074, -2.032, 2.295], [-3.082, -1.911, 3.786]], "atomic_forces_ev_per_a": [[0.0, -4.0, -0.7], [-0.1, 0.0, -0.1], [0.1, 0.0, -0.1], [0.0, -0.1, -0.1], [0.0, -0.2, 0.2], [-0.2, 0.1, -0.3], [0.1, 0.0, 0.2], [-0.1, 0.6, 0.2], [0.1, -0.5, -0.3], [0.2, -0.7, -0.1], [0.0, 0.1, -0.2], [0.0, 0.1, 0.5], [-0.2, -0.2, -0.2], [0.1, 0.0, -0.1], [0.1, -0.1, 0.0], [0.0, 0.0, 0.1], [0.1, -0.3, 0.0], [0.5, 0.0, 0.2], [-0.1, 0.1, 0.0], [0.1, 0.0, 0.0], [0.0, 0.0, 0.0], [0.0, 0.0, 0.0], [0.0, 0.0, -0.1], [0.2, 0.1, 0.1], [0.0, 0.0, 0.0], [0.0, 0.0, 0.0], [0.0, 0.1, 0.0], [0.0, 0.0, 0.0], [-0.1, 0.0, 0.0], [0.0, 0.0, 0.0], [0.0, 0.0, 0.0], [-0.1, 0.1, -0.1], [-0.1, 0.0, 0.0], [0.0, 0.0, 0.0], [0.0, 0.0, 0.0], [0.0, 0.0, 0.0], [0.0, 0.1, 0.1], [0.4, 1.3, 0.1], [0.0, 0.0, 0.3], [0.7, 1.7, 0.6], [0.0, -0.5, 0.0], [-0.2, 0.9, -0.1], [-0.1, 0.2, 0.1], [0.1, 0.0, -0.2], [-1.4, 1.9, 0.3], [0.0, -0.2, -0.4], [0.1, -0.3, -0.1], [0.3, 0.0, 0.4], [-0.5, 0.3, 0.2], [0.2, 0.0, -0.2], [-0.1, 0.0, 0.0], [0.0, 0.0, 0.0], [0.0, 0.1, 0.0], [0.0, -0.1, 0.0], [0.0, 0.0, 0.0], [0.0, 0.0, 0.0], [0.0, 0.1, 0.0], [0.0, -0.1, 0.0], [0.0, 0.0, 0.0], [0.0, 0.1, 0.0], [-0.1, 0.0, -0.1], [0.1, -0.1, 0.0], [0.2, 0.7, -1.0], [0.0, -0.1, 0.1], [0.0, 0.0, 0.0], [0.0, -0.1, 0.0], [0.0, 0.0, 0.0], [0.0, 0.0, 0.0], [0.0, -0.1, -0.1], [0.0, -0.1, -0.1], [0.1, 0.0, 0.1], [0.0, -0.1, 0.0], [0.1, 0.0, 0.0], [0.0, 0.0, 0.0], [-0.1, 0.1, 0.0], [0.1, 0.0, -0.1], [-0.2, 0.0, -0.1], [0.0, -0.2, -0.1], [0.0, 0.0, 0.0], [0.0, 0.0, 0.0], [0.0, 0.0, 0.0], [0.0, 0.0, 0.0], [0.0, 0.0, 0.0], [0.1, -0.1, -0.1], [0.0, 0.0, 0.0], [0.0, 0.0, 0.0], [0.0, 0.0, 0.0], [0.0, 0.0, 0.0], [0.0, 0.0, 0.1], [-0.1, 0.0, 0.0], [0.0, 0.0, 0.1], [0.0, 0.0, 0.0], [0.0, 0.0, 0.0], [0.0, 0.0, 0.2], [-0.1, 0.0, 0.0], [0.0, 0.0, 0.0], [0.0, 0.0, 0.0], [0.0, 0.0, 0.0], [0.1, -0.1, 0.2], [-0.5, -0.2, 0.4], [0.3, 0.2, -0.2], [-0.2, -0.5, 0.2], [-0.1, 0.0, 0.0], [0.0, 0.0, 0.1]], "mulliken_charge": [-0.440, -1.170, -0.629, -0.758, -0.845, 1.018, -0.316, 0.347, 0.301, 0.769, -0.459, -0.537, 0.092, -0.750, -0.564, -0.885, -0.102, 0.495, 0.483, -0.665, -0.665, -0.885, -0.474, 0.437, 0.441, 0.468, 0.563, 0.358, 0.521, 0.401, 0.437, 0.374, 0.534, 0.419, 0.452, 0.504, -0.579, 0.217, -0.454, 0.743, -0.260, 0.688, -0.473, -0.816, 0.060, 0.334, 0.305, -2.019, -0.444, 0.967, 0.484, -0.520, -0.650, -0.455, -0.634, -0.292, 0.251, -0.718, -0.702, -0.604, -0.533, -0.025, 2.315, 0.416, -0.195, -0.821, -0.670, -0.745, -0.434, 0.857, -0.928, -0.746, -0.889, -0.615, -0.333, 0.506, 0.785, 0.966, -0.477, 0.340, 0.395, 0.375, 0.426, 0.162, 0.374, 0.407, 0.397, 0.422, 0.320, 0.261, 0.437, 0.357, 0.462, 0.383, 0.474, 0.458, 0.405, 0.513, 0.217, -0.026, -0.646, 0.123, 0.399, 0.430], "homo_energy_ev": [-7.8, -7.8], "molar_mass_g_mol": 1101.9, "total_charge": 0, "s2": 3.753, "spin_multiplicity": 4}

=====

Energy: -107597.58382, -146586.26482 (eV)
Max |F|: 0.015, 0.079 (hartree/bohr)
ΔE to the lowest compared entry with this formula, charge and spin: 17.0, 0.0 (kcal per mole)